Record 1
Density functional theory data (the ωB97M-V functional and the def2-TZVPD basis) for a cluster of 2 separate species, C6H12BrO5P in total in a non-equilibrium geometry.

Geometry (Å):
C 1.790 -0.947 2.070
C 1.307 0.278 1.872
Br 2.577 1.551 1.107
C -0.072 0.792 2.190
C -0.454 2.246 1.883
O -0.722 0.042 2.864
H 1.388 -1.899 2.485
H 2.788 -1.017 1.776
H -0.275 2.482 0.904
H 0.166 2.996 2.302
H -1.516 2.340 2.095
C -1.495 -1.714 0.085
O -0.169 -1.690 -0.387
P 0.230 -0.319 -1.119
O -0.316 0.939 -0.597
O 1.835 -0.529 -1.030
O -0.156 -0.696 -2.705
C -0.840 0.211 -3.542
H -1.621 -0.736 0.499
H -1.548 -2.509 0.835
H -2.219 -1.764 -0.730
H 2.296 -1.205 -1.554
H -1.095 -0.502 -4.314
H -0.124 1.028 -3.936
H -1.755 0.621 -3.056

## Properties
LUMO level: 0.4 eV
Kohn-Sham gap: 9.733 eV
HOMO energy: -9.3 eV
total charge: 0

=====

Record 2
Density functional theory data (the ωB97M-V functional and the def2-TZVPD basis) for the molecule C5H8N2 in a non-equilibrium geometry.

Geometry (Å):
C 1.242 1.349 -1.692
C 0.696 0.511 -0.591
C 1.397 -0.254 0.357
C 0.399 -0.951 1.031
N -0.775 -0.490 0.522
C -2.042 -0.707 1.173
N -0.627 0.364 -0.470
H 1.845 0.754 -2.387
H 1.870 2.142 -1.283
H 0.408 1.787 -2.243
H 2.471 -0.254 0.513
H 0.166 -2.001 1.020
H -1.950 -1.528 1.892
H -2.808 -0.923 0.431
H -2.291 0.202 1.727

## Properties
energy above the lowest of the compared OMol25 structures with the same formula, charge and spin: 163.3 kJ/mol
LUMO level: 1.1 eV
Kohn-Sham gap: 9.941 eV
HOMO energy: -8.9 eV
total charge: 0

=====

Record 3
Density functional theory data (the ωB97M-V functional and the def2-TZVPD basis) for the molecule C2H7N3OS in a non-equilibrium geometry.

Geometry (Å):
C -1.419 2.054 0.146
O -0.263 1.295 -0.197
C -0.291 -0.053 -0.065
N 0.758 -0.759 -0.014
S 2.311 -0.092 0.041
N -1.557 -0.632 0.002
N -1.627 -2.034 0.007
H -1.096 3.085 0.282
H -1.879 1.678 1.081
H -2.178 2.046 -0.644
H 2.044 1.228 -0.050
H -2.224 -0.221 -0.688
H -0.807 -2.393 -0.504
H -1.501 -2.352 1.002

## Properties
energy above the lowest of the compared OMol25 structures with the same formula, charge and spin: 96.8 kJ/mol
LUMO level: 0.7 eV
Kohn-Sham gap: 8.855 eV
HOMO energy: -8.1 eV
total charge: 0

=====

Record 4
Density functional theory data (the ωB97M-V functional and the def2-TZVPD basis) for the molecule C2H4N4O2 in a non-equilibrium geometry.

Geometry (Å):
C -2.731 -0.116 0.010
N -1.437 0.565 -0.045
C -0.379 -0.048 -0.127
N -0.009 -1.380 0.122
N 1.233 -1.463 0.167
O 1.856 -0.316 -0.083
N 0.827 0.659 -0.501
O 1.016 1.769 0.243
H -2.560 -1.190 -0.140
H -3.169 0.096 1.026
H -3.421 0.254 -0.721
H 0.541 1.539 1.055

## Properties
energy above the lowest of the compared OMol25 structures with the same formula, charge and spin: 484.3 kJ/mol
LUMO level: -0.4 eV
Kohn-Sham gap: 9.779 eV
HOMO energy: -10.2 eV
total charge: 0

=====

Record 5
Density functional theory data (the ωB97M-V functional and the def2-TZVPD basis) for a cluster of 2 separate species, C5H9NO in total in a non-equilibrium geometry.

Geometry (Å):
C 0.123 -0.357 -2.340
C -0.817 0.999 1.457
C -1.228 -0.056 0.791
C -0.721 -1.404 1.146
C 1.629 0.914 -0.846
N 0.677 0.464 -1.723
O -0.479 -0.987 -3.080
H -1.118 1.950 1.033
H 0.059 0.840 2.094
H -1.742 -0.085 -0.199
H -0.182 -1.459 2.086
H -0.072 -1.665 0.218
H -1.628 -2.133 1.068
H 2.136 1.811 -1.186
H 1.076 1.034 0.051
H 2.287 0.133 -0.571

## Properties
energy above the lowest of the compared OMol25 structures with the same formula, charge and spin: 157.2 kJ/mol
LUMO level (alpha / beta): 0.8 / -2.1 eV
Kohn-Sham gap (alpha / beta): 6.041 / 8.135 eV
multiplicity: 3
HOMO energy (alpha / beta): -5.3 / -10.2 eV
total charge: 0

=====

Record 6
Density functional theory data (the ωB97M-V functional and the def2-TZVPD basis) for a cluster of 8 separate species, C28H56O14S2 in total in a non-equilibrium geometry.

Geometry (Å):
O -1.723 8.351 0.143
S -2.087 7.174 0.934
O -2.781 7.319 2.206
O -2.898 6.068 0.007
C -2.566 4.723 0.411
C -1.079 4.788 0.767
O -0.776 6.145 1.077
H -3.159 4.398 1.266
H -2.775 4.024 -0.399
H -0.462 4.420 -0.053
H -0.911 4.355 1.754
O 7.115 -3.993 0.710
S 5.995 -4.834 0.335
O 6.301 -6.137 -0.291
O 4.971 -5.050 1.600
C 3.802 -4.262 1.641
C 3.960 -3.369 0.407
O 4.791 -4.091 -0.478
H 2.908 -4.874 1.757
H 3.744 -3.646 2.538
H 4.388 -2.401 0.669
H 3.042 -3.008 -0.056
C 0.719 -0.219 0.074
C -0.633 -0.255 0.745
C -0.832 1.230 1.023
O -0.224 1.813 -0.151
C 0.917 1.105 -0.685
H 1.016 -1.035 -0.585
H 1.538 -0.117 0.786
H -0.633 -0.847 1.660
H -1.390 -0.570 0.027
H -0.315 1.613 1.903
H -1.873 1.520 1.162
H 1.853 1.647 -0.548
H 0.737 0.940 -1.747
C 1.016 -2.077 4.578
C 0.465 -0.637 4.525
C -0.990 -1.025 4.630
O -1.192 -2.291 4.086
C 0.022 -2.978 3.876
H 1.101 -2.390 5.618
H 2.031 -2.098 4.180
H 0.453 -0.122 3.565
H 0.923 -0.046 5.318
H -1.570 -0.267 4.103
H -1.379 -1.037 5.648
H 0.349 -2.929 2.837
H 0.262 -3.988 4.208
C -5.859 3.965 3.783
C -5.630 2.561 4.241
C -4.206 2.290 3.860
O -3.618 3.567 3.669
C -4.496 4.595 4.129
H -6.611 4.341 4.476
H -6.189 4.087 2.751
H -6.317 1.873 3.749
H -5.837 2.379 5.296
H -4.133 1.589 3.028
H -3.686 1.736 4.641
H -4.333 5.560 3.649
H -4.192 4.756 5.163
C -1.255 1.645 -3.905
C -1.650 0.184 -4.009
C -2.078 0.184 -5.452
O -1.232 1.078 -6.186
C -0.681 2.029 -5.230
H -0.590 1.998 -3.116
H -2.067 2.305 -3.600
H -2.470 -0.125 -3.360
H -0.828 -0.499 -3.794
H -3.059 0.628 -5.616
H -2.051 -0.784 -5.953
H -1.158 2.937 -5.599
H 0.409 2.011 -5.204
C 0.115 -5.762 -1.714
C -0.959 -4.829 -1.412
C -0.221 -3.678 -0.693
O 0.869 -4.377 0.011
C 1.169 -5.593 -0.589
H 0.682 -5.472 -2.598
H -0.279 -6.763 -1.889
H -1.681 -5.269 -0.725
H -1.508 -4.445 -2.272
H -0.970 -3.101 -0.151
H 0.210 -2.962 -1.392
H 1.123 -6.394 0.149
H 2.165 -5.437 -1.003
C 4.826 0.322 -4.698
C 3.914 1.442 -4.581
C 2.613 0.777 -4.180
O 3.044 -0.326 -3.412
C 4.433 -0.529 -3.540
H 5.881 0.593 -4.746
H 4.534 -0.306 -5.540
H 3.859 1.987 -5.524
H 4.223 2.211 -3.872
H 1.988 0.373 -4.975
H 1.988 1.379 -3.520
H 4.690 -1.578 -3.688
H 4.938 -0.191 -2.636

## Properties
energy above the lowest of the compared OMol25 structures with the same formula, charge and spin: 300.6 kJ/mol
LUMO level: 0.3 eV
Kohn-Sham gap: 9.885 eV
HOMO energy: -9.6 eV
total charge: 0

=====

Record 7
Density functional theory data (the ωB97M-V functional and the def2-TZVPD basis) for a cluster of 9 separate species, BF4H16O8 in total in a non-equilibrium geometry.

Geometry (Å):
B -13.580 16.433 7.223
F -13.455 17.433 6.247
F -14.809 15.701 7.077
F -12.571 15.454 7.209
F -13.663 17.051 8.464
O -16.398 18.029 6.792
H -16.608 18.192 5.868
H -15.860 17.213 6.779
O -15.949 15.017 4.672
H -15.198 15.039 5.286
H -15.686 15.589 3.944
O -12.042 18.485 4.165
H -12.712 18.379 4.867
H -12.570 18.562 3.365
O -13.481 14.848 10.371
H -13.436 15.215 9.475
H -13.566 13.899 10.239
O -14.334 20.671 6.398
H -14.780 19.812 6.379
H -13.984 20.734 7.289
O -10.501 13.648 7.014
H -10.716 12.722 7.157
H -11.326 14.129 7.210
O -12.225 18.223 11.021
H -12.877 18.152 10.312
H -11.849 17.339 11.081
O -11.525 19.472 6.983
H -11.659 18.538 6.799
H -12.225 19.695 7.598

## Properties
energy above the lowest of the compared OMol25 structures with the same formula, charge and spin: 56.5 kJ/mol
LUMO level: 2.7 eV
Kohn-Sham gap: 10.644 eV
HOMO energy: -7.9 eV
total charge: -1

=====

Record 8
Density functional theory data (the ωB97M-V functional and the def2-TZVPD basis) for a structure of composition C29H32AsF6N2O7S3Ta in a non-equilibrium geometry.

Geometry (Å):
Ta -1.043 -0.266 0.158
C 2.813 -0.929 3.306
O 2.060 -0.451 2.160
C 2.674 0.407 1.326
C 3.741 1.197 1.729
C 4.441 1.958 0.804
C 4.088 1.955 -0.546
C 3.023 1.201 -0.957
C 2.278 0.436 -0.036
N 1.195 -0.337 -0.542
N 1.502 -0.850 -1.688
C 0.765 -1.791 -2.327
C -0.301 -2.536 -1.655
O -0.722 -2.104 -0.498
C -0.839 -3.654 -2.246
C -0.441 -4.004 -3.519
C 0.503 -3.251 -4.268
C 0.815 -3.606 -5.577
C 1.723 -2.846 -6.317
C 2.325 -1.742 -5.741
C 2.036 -1.384 -4.422
C 1.120 -2.129 -3.677
H 3.871 -0.992 3.071
H 2.446 -1.929 3.520
H 2.660 -0.282 4.166
H 4.046 1.204 2.768
H 5.275 2.562 1.142
H 4.639 2.558 -1.259
H 2.697 1.217 -1.989
H -1.594 -4.218 -1.712
H -0.876 -4.889 -3.976
H 0.342 -4.476 -6.023
H 1.955 -3.123 -7.339
H 3.026 -1.151 -6.316
H 2.525 -0.532 -3.967
C -1.449 2.924 2.764
S 0.103 2.472 2.021
O -0.280 1.244 1.080
C 0.462 3.833 1.017
C -0.522 4.673 0.495
C -0.117 5.735 -0.283
C 1.242 5.939 -0.543
C 2.207 5.085 -0.021
C 1.820 4.020 0.774
H -2.255 2.697 2.074
H -1.403 3.990 2.984
H -1.549 2.358 3.689
H -1.579 4.515 0.690
H -0.857 6.418 -0.684
H 1.548 6.786 -1.150
H 3.258 5.260 -0.217
H 2.561 3.354 1.217
O -0.785 -1.156 1.858
S -0.648 -1.643 3.332
C -0.554 -3.450 3.168
C -1.677 -4.017 4.040
C -2.860 -3.059 3.902
C -2.280 -1.666 4.105
H 0.445 -3.775 3.455
H -0.709 -3.622 2.101
H -1.348 -4.080 5.079
H -1.918 -5.025 3.706
H -3.637 -3.244 4.645
H -3.315 -3.145 2.923
H -2.024 -1.484 5.155
H -2.885 -0.837 3.741
F -3.174 -0.806 -0.881
As -4.186 -0.831 0.607
F -3.028 -2.062 0.969
F -2.878 0.193 1.488
F -4.887 -0.993 2.115
F -4.919 0.601 0.181
F -5.235 -1.891 -0.131
C -2.450 1.932 -3.124
S -1.473 1.561 -1.739
O -1.040 0.083 -1.831
O -0.331 2.410 -1.675
O -2.276 1.475 -0.476
H -2.062 1.346 -3.961
H -2.343 3.003 -3.311
H -3.485 1.659 -2.901

## Properties
energy above the lowest of the compared OMol25 structures with the same formula, charge and spin: 130.4 kJ/mol
LUMO level (alpha / beta): -9.8 / -11.4 eV
Kohn-Sham gap (alpha / beta): 6.633 / 4.987 eV
multiplicity: 2
HOMO energy (alpha / beta): -16.4 / -16.4 eV
total charge: +3

=====

> Which value of total charge does entry 3 give?

0